22
Properties=species:S:1:pos:R:3:forces:R:3 method="wB97M-V/def2-TZVPD" e_lumo_ev="0.048 / 0.508" de_lowest_kj_mol=300.5 homo_ev="-6.18 / -8.20" molar_mass_g_mol=135.15 spin_multiplicity=1 total_energy_ha=-666.26728
C 2.157461 -0.391350 -1.113468 -3.825 0.673 -0.111
C 2.194759 -0.928155 1.204043 1.359 1.919 2.765
C -1.537550 -1.052490 -0.114378 -0.811 1.047 -0.566
C -2.588489 1.109920 0.645099 -3.026 0.043 0.188
N 0.583146 2.309861 -0.792704 0.600 0.009 0.281
N 1.746005 0.020388 0.248256 0.124 0.314 -2.543
N -1.716341 0.394400 -0.227112 1.545 0.090 0.469
P 0.861860 1.388165 0.629456 -1.123 -0.082 0.619
H 2.483187 0.461679 -1.581291 1.089 1.985 -1.340
H 2.890246 -1.096377 -1.092561 2.202 -1.900 0.394
H 1.364419 -0.786104 -1.833934 0.356 0.339 1.386
H 1.704425 -1.832760 0.903721 0.399 -1.096 0.745
H 3.331659 -0.883525 1.275448 -1.137 -0.905 -0.696
H 2.006176 -0.550887 2.275818 -0.638 -0.880 -1.489
H -1.129454 -1.423490 -1.016749 0.933 0.014 -1.233
H -0.930243 -1.491399 0.643844 0.512 0.275 1.225
H -2.456775 -1.590535 -0.125215 -1.371 -0.257 0.566
H -3.721952 1.107022 0.142291 2.454 -0.101 1.032
H -2.812070 0.674160 1.727130 0.850 1.051 -1.907
H -2.325960 2.230591 0.600415 -0.296 -1.726 0.578
H 0.926794 3.278326 -0.736628 -0.226 -0.747 0.010
H -0.416750 2.282448 -0.965360 0.030 -0.064 -0.373



20
Properties=species:S:1:pos:R:3:forces:R:3 method="wB97M-V/def2-TZVPD" e_lumo_ev="-1.423 / -1.416" de_lowest_kj_mol=442.2 homo_ev="-8.14 / -8.14" molar_mass_g_mol=160.18 spin_multiplicity=1 total_energy_ha=-528.52343
C 2.956010 0.310047 -0.055273 -0.522 0.314 0.109
C 0.169277 -2.533750 -0.131402 -1.059 -0.855 0.251
C -1.236460 -2.157409 -0.245218 2.074 0.250 -0.277
C 1.169062 -1.611131 -0.072182 -0.419 -1.407 -0.151
C -1.584528 -0.867659 -0.216022 1.318 1.737 0.956
C 0.820939 -0.222858 -0.164888 -1.333 1.759 0.088
C -0.599731 0.233056 -0.172880 1.572 -5.970 -0.407
C 0.008620 2.588267 0.211557 -0.712 -0.474 0.416
N 4.010568 -0.079189 0.131340 2.235 -0.564 0.137
N -2.138743 1.866770 0.029852 -4.072 -0.447 0.012
N 1.723235 0.729034 -0.156487 0.558 -0.710 -0.426
N -0.982711 1.476455 -0.049363 2.295 1.917 0.832
H 0.280452 -3.629618 0.065204 0.585 1.105 -0.483
H -1.998718 -2.881180 -0.324400 -0.577 -0.899 0.331
H 2.231266 -1.935995 0.036349 -1.068 0.595 -0.037
H -2.559305 -0.700226 0.165055 -1.208 0.323 -0.564
H -0.474573 3.420472 -0.229252 -0.067 0.929 -0.555
H -0.035718 2.720833 1.290583 0.169 -0.063 0.079
H 1.002640 2.276253 -0.099997 -0.505 0.699 -0.148
H -2.761583 0.997833 -0.012581 0.736 1.762 -0.163



34
Properties=species:S:1:pos:R:3:forces:R:3 method="wB97M-V/def2-TZVPD" total_charge=-1 e_lumo_ev=2.924 de_lowest_kj_mol=0.0 homo_ev=-5.81 molar_mass_g_mol=310.27 spin_multiplicity=1 total_energy_ha=-1517.87933
C 3.883327 -1.354417 -0.654250 0.086 -0.107 0.056
O 3.528660 -0.047378 -1.048865 -0.083 -0.026 0.094
C 2.672806 0.080105 -2.166248 -0.104 -0.063 -0.162
C 1.536637 1.045570 -1.868644 0.010 -0.101 0.091
O 0.425727 0.334593 -1.367749 0.011 0.073 -0.068
C -0.175308 0.844729 -0.173428 0.019 -0.011 0.214
C -1.707540 0.684402 -0.204014 0.000 -0.211 -0.106
C -2.247182 -0.023955 -1.445960 -0.357 0.100 0.302
C -2.070579 -1.516860 -1.431282 0.002 0.025 -0.038
N -2.836702 -2.198527 -2.444836 0.331 -0.311 0.158
O -1.345075 -2.118737 -0.682929 0.133 0.058 -0.178
H 3.349759 -2.114198 -1.234822 0.002 0.060 0.060
H 3.639122 -1.494202 0.404419 0.011 0.041 -0.131
H 4.962032 -1.514364 -0.786333 -0.116 0.037 -0.016
H 2.216186 -0.885894 -2.414630 0.065 0.069 -0.038
H 3.247100 0.422228 -3.039753 0.020 0.028 0.103
H 1.248026 1.566261 -2.795233 0.030 -0.002 0.095
H 1.889763 1.780303 -1.136289 0.002 0.022 -0.148
H 0.229176 0.306348 0.689181 0.015 0.100 -0.122
H 0.082250 1.901286 -0.056172 -0.032 -0.094 0.033
H -2.180769 1.664870 -0.119411 0.072 -0.098 -0.001
H -2.011253 0.118416 0.680058 0.000 0.162 -0.080
H -3.327450 0.158316 -1.538435 0.113 0.011 -0.032
H -1.802861 0.349228 -2.373281 -0.008 -0.088 0.064
H -3.757695 -2.407024 -2.065786 -0.081 0.282 -0.209
H -2.380079 -3.100189 -2.569626 -0.150 -0.004 0.083
C -0.571275 0.156360 4.087160 -0.003 0.017 0.004
F -1.324826 -0.761683 3.454050 0.016 -0.006 0.012
F -0.516695 -0.199174 5.383080 0.009 -0.021 -0.023
F 0.676491 0.049258 3.593145 -0.011 -0.017 0.014
S -1.248529 1.858806 3.865302 0.038 -0.118 0.036
O -2.570123 1.746592 4.441861 -0.002 0.047 -0.015
O -1.209001 1.996484 2.422341 -0.007 0.116 -0.032
O -0.304119 2.672447 4.597378 -0.031 0.032 -0.022